Entry from OMol25: a gas-phase ion, C4H10ClN2 (charge +1) at a distorted geometry (ωB97M-V/def2-TZVPD).

Positions of all 17 atoms, in Å:
C 0.7538 -0.6999 -1.6706
N 0.5725 -1.2378 -0.3311
C 0.7296 -0.2586 0.7548
C -0.1740 0.9173 0.7906
C -1.3747 1.2447 -0.0269
N -0.3700 -0.2309 1.6352
Cl -0.2528 -0.3164 3.3238
H 0.0061 -1.2212 -2.3264
H 0.4868 0.3876 -1.7029
H 1.7804 -0.7140 -1.9347
H 1.2789 -2.0781 -0.2136
H -0.4426 -1.7080 -0.1838
H 1.6117 0.0680 1.1543
H 0.4391 1.7525 1.2180
H -1.8305 0.3021 -0.4089
H -1.0772 2.0589 -0.6998
H -2.1371 1.7337 0.6220

Computed properties:
energy relative to the best compared isomer or geometry (same formula, charge and spin)	3.350	eV
orbital gap	10.2	eV
highest occupied orbital energy	-13.862	eV
charge	+1

=====

Entry from OMol25: C6H9N3O3S in the gas phase at a distorted geometry (ωB97M-V/def2-TZVPD).

Positions of all 22 atoms, in Å:
C 2.0190 -1.5650 -0.4064
C 3.6920 0.6822 -0.1866
C 2.2693 0.7916 -0.1683
C -0.8468 -1.3897 -0.1794
C -2.1190 1.7987 0.1707
C 0.0753 -0.1404 -0.2374
N 3.2717 -1.6294 -0.5623
N 4.1033 -0.5963 -0.5940
N 1.4076 -0.2912 -0.3257
O 4.5108 1.5621 0.1785
O 1.5598 1.8963 0.1522
O -1.4556 0.7105 -2.1374
S -0.7545 1.3609 -1.0063
H 1.4464 -2.3767 -0.5564
H -0.6464 -2.1866 -0.8515
H -0.7611 -2.1052 0.7604
H -1.8927 -1.1685 -0.2668
H -2.1279 1.0818 0.9592
H -3.0044 1.8309 -0.5730
H -2.2143 2.8086 0.5239
H 0.8955 1.4794 0.7418
H 5.0334 -0.8401 -0.7821

Computed properties:
energy relative to the best compared isomer or geometry (same formula, charge and spin)	4.077	eV
orbital gap	7.1	eV
highest occupied orbital energy	-7.741	eV

=====

Entry from OMol25: 16 unconnected molecules or ions with the total composition C38H116N8O16 at a distorted geometry (ωB97M-V/def2-TZVPD).

Positions of all 178 atoms, in Å:
C 3.7699 -5.4687 0.0163
C 2.8787 -4.2664 0.1852
O 2.5639 -3.9407 1.5195
H 3.7208 -5.7741 -1.0289
H 3.4247 -6.2510 0.6922
H 4.8240 -5.2169 0.1324
H 1.9359 -4.5938 -0.2529
H 3.2770 -3.3948 -0.3343
H 1.8587 -4.5058 1.8435
C -4.5256 2.5573 1.6357
C -5.8902 2.6265 1.0244
O -6.5344 1.3178 0.9606
H -4.0412 3.5328 1.6804
H -3.9382 1.8971 0.9976
H -4.6117 2.0785 2.6111
H -5.8383 3.0902 0.0394
H -6.5471 3.2675 1.6123
H -7.2626 1.3206 0.3349
C -2.3971 -0.6015 4.2995
C -2.5572 -2.0479 3.7506
O -3.9085 -2.3895 3.8420
H -1.4105 -0.1617 4.1536
H -2.5830 -0.4932 5.3680
H -3.1498 0.0190 3.8132
H -2.0140 -2.8004 4.3222
H -2.1996 -2.0815 2.7215
H -4.4591 -1.8212 3.2984
O -0.7573 -1.0449 -3.7009
H -1.1578 -0.6267 -4.4631
H -1.0646 -1.9508 -3.7350
O 3.9359 -0.3754 -3.1596
H 4.0683 -0.0224 -2.2798
H 3.4110 0.2878 -3.6078
O -0.3043 2.5637 -2.2252
H -0.3241 1.9585 -1.4839
H -1.2176 2.6325 -2.5033
O 2.3160 -1.6236 2.7135
H 1.9068 -1.2270 1.9444
H 2.5494 -2.5081 2.4318
O 1.7895 -2.1475 -3.0200
H 0.9414 -1.7750 -3.2616
H 2.4106 -1.4296 -3.1428
C -3.1003 -3.2506 -5.4980
C -2.9196 -3.6303 -4.0348
C -3.5797 -5.0492 -3.8107
O -3.5641 -5.4810 -2.4302
C -4.3880 -4.6583 -1.6085
N -1.5096 -3.5640 -3.7215
H -4.1206 -3.3983 -5.8520
H -2.4077 -3.8921 -6.0429
H -2.7820 -2.2372 -5.7422
H -3.4920 -2.8972 -3.4665
H -3.1477 -5.9132 -4.3157
H -4.6355 -5.1749 -4.0507
H -5.3238 -4.3836 -2.0952
H -3.9385 -3.6783 -1.4485
H -4.5746 -5.1977 -0.6798
H -0.9567 -4.3437 -4.0478
H -1.4930 -3.7178 -2.7234
C 2.6455 7.6532 6.4502
C 1.5358 7.7634 5.4157
C 1.6930 6.7387 4.2681
O 0.6203 6.7966 3.3577
C 0.7724 6.0019 2.1851
N 0.2891 7.5809 6.1585
H 3.5924 7.8054 5.9323
H 2.6231 6.6536 6.8842
H 2.6208 8.3751 7.2664
H 1.5464 8.7807 5.0244
H 1.8178 5.7104 4.6076
H 2.6219 6.8849 3.7168
H -0.0464 6.0953 1.4717
H 0.8395 4.9465 2.4491
H 1.7218 6.1924 1.6846
H -0.4035 7.4103 5.4435
H 0.3381 6.6670 6.5858
C -0.4495 -2.3993 -0.1330
C 0.1187 -0.9761 -0.3036
C -0.6405 0.0137 0.4939
O -0.3020 1.4077 0.1931
C -0.7162 2.3467 1.2445
N 1.5690 -0.9795 -0.1387
H -0.1570 -2.8193 0.8294
H -0.1842 -3.0667 -0.9529
H -1.5321 -2.2857 -0.0763
H -0.0854 -0.6833 -1.3335
H -0.6046 -0.1879 1.5645
H -1.6929 -0.0376 0.2148
H -0.3364 2.1768 2.2519
H -1.8038 2.3681 1.3143
H -0.3533 3.3132 0.8950
H 1.8590 -1.7017 -0.7823
H 1.8819 -0.1076 -0.5413
C 2.1681 2.5932 -5.2444
C 1.3595 1.2875 -5.2237
C 1.8977 0.1769 -6.1224
O 2.0719 0.4974 -7.4665
C 0.9452 0.9786 -8.1537
N 1.3395 0.8807 -3.8383
H 1.7277 3.4426 -4.7221
H 2.2116 2.9925 -6.2577
H 3.1892 2.4611 -4.8866
H 0.3206 1.4738 -5.4958
H 1.1574 -0.6135 -5.9989
H 2.8332 -0.1843 -5.6952
H 0.2215 0.1702 -8.2580
H 1.2848 1.2741 -9.1464
H 0.3956 1.8155 -7.7228
H 1.1741 1.6924 -3.2606
H 0.4829 0.3614 -3.7093
C 0.4571 -7.2974 0.3033
C -0.6884 -7.1379 1.3198
C -0.9536 -5.6638 1.6517
O 0.1959 -4.9805 2.1461
C 0.4508 -5.1851 3.5462
N -1.8927 -7.8494 0.8237
H 0.3666 -6.6313 -0.5547
H 0.6351 -8.3247 -0.0148
H 1.4076 -7.0174 0.7574
H -0.4792 -7.5026 2.3254
H -1.7550 -5.6149 2.3889
H -1.2874 -5.0884 0.7883
H 0.7155 -6.1564 3.9640
H -0.4138 -4.9304 4.1591
H 1.2112 -4.4731 3.8670
H -2.2011 -7.3258 0.0170
H -1.6500 -8.7252 0.3830
C -6.8878 -1.3421 -4.4209
C -7.0520 -0.6661 -3.0324
C -5.8023 0.0921 -2.5784
O -4.7329 -0.8180 -2.3794
C -3.4650 -0.2127 -2.1606
N -8.2210 0.1704 -3.1351
H -6.6650 -0.5611 -5.1478
H -7.8095 -1.8650 -4.6765
H -6.1849 -2.1722 -4.4913
H -7.2395 -1.3846 -2.2345
H -6.0479 0.6222 -1.6582
H -5.5160 0.7894 -3.3658
H -3.5073 0.6418 -1.4852
H -2.9298 0.0167 -3.0820
H -2.8808 -1.0421 -1.7620
H -8.0632 0.7920 -3.9153
H -8.9140 -0.5076 -3.4184
C 2.1456 2.8891 4.2639
C 3.5093 2.6411 4.8200
C 4.3480 3.8875 5.0932
O 4.9715 4.3431 3.8685
C 5.8216 5.4509 4.0786
N 3.5656 1.7083 5.9517
H 1.5914 1.9684 4.0819
H 2.2074 3.3541 3.2800
H 1.5228 3.5673 4.8473
H 4.0428 2.0432 4.0812
H 5.0522 3.6523 5.8913
H 3.6669 4.6179 5.5299
H 6.3064 5.9056 3.2148
H 6.6539 5.0444 4.6532
H 5.3588 6.2900 4.5981
H 3.0152 0.8908 5.7309
H 4.4663 1.2512 5.9437
C 3.0340 2.9793 0.2457
C 4.4458 2.7545 0.5582
C 5.2414 1.9741 -0.5017
O 4.7143 0.6606 -0.8460
C 4.8112 -0.3651 0.1234
N 4.9803 4.0218 0.8615
H 2.9324 3.5948 -0.6481
H 2.5173 3.5685 1.0033
H 2.5278 2.0265 0.0906
H 4.4831 2.2287 1.5123
H 6.3043 1.8888 -0.2756
H 5.0824 2.5017 -1.4422
H 4.6842 -1.2751 -0.4629
H 4.0746 -0.2723 0.9215
H 5.7786 -0.3188 0.6236
H 4.8268 4.1004 1.8567
H 5.9816 3.8975 0.9083

Computed properties:
orbital gap (alpha / beta)	8.1 / 2.8	eV
2S+1	2
highest occupied orbital energy (alpha / beta)	-10.749 / -10.749	eV
charge	+1

=====

Entry from OMol25: 2 unconnected molecules or ions with the total composition C3H4ClNO at a distorted geometry (ωB97M-V/def2-TZVPD).

Positions of all 10 atoms, in Å:
C -2.0139 0.0031 -0.0731
N -0.9086 -0.1899 -0.6602
O -0.6420 -1.1340 -1.4275
H -1.9659 0.7381 0.6813
H -2.8578 -0.6147 -0.0469
H -0.1678 0.4043 -0.1604
C 1.9949 0.6689 0.9817
C 2.3621 -0.1585 0.1969
Cl 2.7931 -1.0638 -1.0643
H 1.4058 1.3464 1.5724

Computed properties:
energy relative to the best compared isomer or geometry (same formula, charge and spin)	5.339	eV
orbital gap	9.8	eV
highest occupied orbital energy	-9.050	eV

=====

Please write out number 1 again, unchanged.
Entry from OMol25: a gas-phase ion, C4H10ClN2 (charge +1) at a distorted geometry (ωB97M-V/def2-TZVPD).

Positions of all 17 atoms, in Å:
C 0.7538 -0.6999 -1.6706
N 0.5725 -1.2378 -0.3311
C 0.7296 -0.2586 0.7548
C -0.1740 0.9173 0.7906
C -1.3747 1.2447 -0.0269
N -0.3700 -0.2309 1.6352
Cl -0.2528 -0.3164 3.3238
H 0.0061 -1.2212 -2.3264
H 0.4868 0.3876 -1.7029
H 1.7804 -0.7140 -1.9347
H 1.2789 -2.0781 -0.2136
H -0.4426 -1.7080 -0.1838
H 1.6117 0.0680 1.1543
H 0.4391 1.7525 1.2180
H -1.8305 0.3021 -0.4089
H -1.0772 2.0589 -0.6998
H -2.1371 1.7337 0.6220

Computed properties:
energy relative to the best compared isomer or geometry (same formula, charge and spin)	3.350	eV
orbital gap	10.2	eV
highest occupied orbital energy	-13.862	eV
charge	+1